1.
ORCA calculation (the ωB97M-V functional and the def2-TZVPD basis) on C44H120As2F12N8O8 as an isolated structure.

Output
- Electronic energy: -8456.2246 hartree
- F_max: 0.062 Eh/bohr
- Gap between HOMO and LUMO: 0.3203 Ha
- HOMO energy: -16.54 eV
- Charge: +6

The geometry in XYZ format:
```
194
Properties=species:S:1:pos:R:3:forces:R:3
C 10.06544 -0.00198 -3.22105 -0.37 -0.23 -0.46
C 11.54222 0.04104 -3.72439 -0.68 -0.51 1.35
N 12.33719 -1.30075 -3.82870 -0.83 -0.71 0.14
C 13.76295 -1.03880 -4.42685 -1.69 0.23 0.16
C 12.47154 -2.02291 -2.47328 -0.41 -0.20 -0.62
C 13.34477 -1.33387 -1.50470 0.07 0.88 1.68
C 11.48822 -2.24119 -4.75284 0.31 -0.33 -0.26
C 12.12859 -3.55344 -5.16371 2.27 0.25 -0.99
O 13.40289 -3.25726 -5.80280 -1.06 -1.49 -0.26
C 14.11313 -4.41010 -6.32774 1.40 1.14 0.45
H 9.66289 1.01024 -3.25934 0.36 0.25 -0.28
H 9.82879 -0.27331 -2.19223 0.83 -0.36 0.13
H 9.36006 -0.57114 -3.82653 0.31 -0.17 -0.26
H 12.02912 0.65507 -2.96676 0.60 -0.08 -0.39
H 11.56021 0.53485 -4.69595 0.30 -0.27 0.01
H 13.57209 -0.93590 -5.49506 0.47 -0.30 0.12
H 14.37207 -1.89717 -4.14354 -0.05 0.31 -0.42
H 14.16535 -0.09294 -4.06419 -0.25 -0.14 0.39
H 12.88865 -3.01905 -2.62101 -0.12 0.08 -0.68
H 11.45907 -2.16694 -2.09611 0.01 0.15 -0.03
H 14.36074 -1.13289 -1.84456 -0.20 0.15 -0.02
H 13.42605 -1.90493 -0.57983 0.19 -0.71 -0.28
H 12.85980 -0.47117 -1.04791 0.23 0.65 -0.61
H 11.16808 -1.60612 -5.57885 0.32 -0.22 -0.21
H 10.57927 -2.66078 -4.32172 -0.16 1.01 0.96
H 11.49805 -4.15023 -5.82278 -0.43 0.48 -0.28
H 12.30469 -4.23891 -4.33473 0.05 0.20 0.45
H 13.97365 -4.67461 -7.37591 -1.11 -0.06 0.16
H 14.15261 -5.25538 -5.64068 -0.60 -0.11 -0.09
H 15.14153 -4.04998 -6.35619 0.20 0.01 0.15
C 20.69068 11.61990 10.19138 -0.47 0.12 -0.77
C 20.07309 10.20398 10.07507 1.08 0.48 0.60
N 20.96717 9.27834 9.14304 -0.04 0.51 0.18
C 22.39346 9.28150 9.86367 -0.61 -0.55 -1.45
C 20.27820 7.86716 9.02398 2.73 0.01 1.02
C 21.08058 6.83389 8.13952 -1.26 0.74 -0.56
C 21.13141 9.83207 7.66997 -1.11 -0.16 0.99
C 19.79060 9.81216 6.83518 2.32 0.87 0.65
O 19.01937 10.90769 7.28171 -0.86 -1.03 0.00
C 17.80985 10.94959 6.51508 0.64 1.27 -0.52
H 20.38468 12.11723 9.27098 0.32 0.40 0.07
H 21.77007 11.69866 10.32111 -0.16 -0.36 -0.23
H 20.34023 12.24027 11.01626 -0.62 -0.49 0.09
H 19.02391 10.27700 9.78870 0.35 -0.19 -0.88
H 20.00846 9.76208 11.06938 0.58 -0.59 -0.14
H 22.82698 10.27827 9.78228 -0.40 -0.20 0.12
H 23.09218 8.63924 9.32759 -0.41 -0.23 -0.19
H 22.35631 8.93151 10.89528 -0.54 0.19 -0.12
H 19.22159 8.04855 8.82707 0.30 -0.18 -0.44
H 20.36991 7.48661 10.04126 -0.32 0.04 0.12
H 20.57715 5.87439 8.25793 0.09 -0.02 0.15
H 22.14810 6.68678 8.30342 -0.16 0.31 0.79
H 21.02830 7.04513 7.07146 -0.30 0.19 -0.05
H 21.95282 9.28251 7.21023 -0.33 -0.31 0.05
H 21.47396 10.86381 7.74917 -0.19 -0.02 0.12
H 19.29074 8.84418 6.79954 -0.22 0.06 0.29
H 20.12872 10.03352 5.82288 0.01 -0.17 -0.35
H 18.08448 11.09885 5.47086 0.03 -0.50 -0.35
H 17.32621 11.90285 6.72832 -0.35 -0.37 0.60
H 17.17686 10.06733 6.61020 0.00 0.08 0.27
C 12.90674 12.45775 12.82492 -0.81 0.09 -0.23
C 12.11731 12.05017 11.55756 0.75 -0.97 -0.10
N 10.84629 11.11737 11.80371 -0.17 0.14 0.66
C 11.16706 9.91446 12.73062 0.38 1.20 0.09
C 9.71451 11.95110 12.50239 1.30 0.72 -0.65
C 9.35121 13.21220 11.69638 -1.35 -0.59 -0.09
C 10.25988 10.60597 10.46645 1.46 0.16 -0.08
C 10.78085 9.22272 9.98231 1.11 0.78 0.53
O 12.23832 9.22079 9.83319 -1.16 -0.22 -0.19
C 12.70885 7.90054 9.47439 -0.42 0.35 -0.36
H 13.59818 13.28496 12.66451 0.09 -0.17 -0.74
H 13.49335 11.63782 13.23930 -0.32 0.03 0.16
H 12.24357 12.92678 13.55176 -0.11 -0.48 0.33
H 12.74845 11.48852 10.86885 0.02 -0.62 0.36
H 11.91781 12.90641 10.91324 -1.07 0.04 0.50
H 12.12751 9.46514 12.47817 -0.18 0.13 -0.36
H 10.38032 9.16018 12.71603 -0.09 0.36 -0.22
H 11.24996 10.31320 13.74166 -0.07 -0.01 -0.08
H 10.07603 12.30095 13.46936 0.32 -0.38 -0.01
H 8.90520 11.24879 12.70213 -0.12 0.20 -0.32
H 8.84568 12.99346 10.75581 0.28 -0.25 -0.21
H 10.11469 13.96407 11.49661 0.17 -0.36 0.40
H 8.53835 13.69130 12.24212 0.19 0.21 0.30
H 10.55081 11.38170 9.75813 -0.13 -0.15 -0.19
H 9.17344 10.63103 10.55094 0.11 -0.33 0.06
H 10.31089 9.02238 9.01946 -0.09 -0.05 -0.03
H 10.50319 8.44846 10.69754 -0.12 -0.15 -0.13
H 13.65633 7.95017 8.93781 0.25 0.43 0.61
H 12.07447 7.43984 8.71715 -0.50 -0.03 0.18
H 12.75359 7.26559 10.35923 0.14 -0.07 -0.06
C 7.73413 11.15266 -5.44695 0.19 0.44 0.83
C 7.59140 10.91424 -3.91986 0.65 -0.16 -0.51
C 8.94194 10.64536 -3.16797 0.60 -0.35 -0.85
O 9.00469 10.86181 -1.75510 -0.34 -1.52 -0.96
C 9.70920 9.75349 -1.09256 0.38 0.98 0.21
N 7.06825 12.15550 -3.25690 0.62 -0.78 -0.22
H 7.25983 12.04131 -2.27183 -0.58 -0.05 0.97
H 7.72798 12.86988 -3.52989 -0.07 0.78 -0.37
H 6.12055 12.41804 -3.48720 -0.42 0.13 0.09
H 6.87525 11.57992 -5.96451 -0.65 -0.37 0.52
H 7.92226 10.18328 -5.90848 0.49 0.34 -0.20
H 8.45946 11.94710 -5.62263 0.73 -0.51 -0.20
H 6.97064 10.02093 -3.85096 -0.61 0.56 0.87
H 9.74528 11.24170 -3.60055 -0.04 0.26 -0.35
H 9.17233 9.61155 -3.42538 0.13 -0.11 0.14
H 9.64881 10.05003 -0.04542 -0.33 -0.80 -0.01
H 10.77435 9.66443 -1.30616 0.32 1.03 -0.43
H 9.42555 8.74835 -1.40457 -1.23 0.17 0.43
C 26.17866 -0.49697 -10.18180 -0.41 1.44 0.67
C 24.90448 0.37308 -10.11510 -0.72 -0.25 -0.77
C 24.02242 0.09080 -8.88982 -0.56 0.80 -0.04
O 22.77317 0.79032 -9.03787 1.73 -0.84 -0.94
C 21.95028 0.84119 -7.90817 -0.22 0.38 0.51
N 25.29560 1.88920 -10.21905 -0.08 -1.41 1.22
H 25.79912 2.09064 -9.36700 0.51 0.43 0.34
H 25.89421 2.09846 -11.00516 0.23 -0.07 -0.41
H 24.50870 2.52235 -10.22215 -0.71 0.07 -0.12
H 26.00183 -1.55377 -10.38183 -0.19 0.28 -0.14
H 26.63476 -0.38917 -9.19770 0.37 -0.31 0.02
H 26.85749 -0.04373 -10.90420 0.09 -0.44 -0.16
H 24.27203 0.25218 -10.99459 0.05 -0.21 -0.03
H 24.51586 0.34084 -7.95062 0.23 0.57 0.18
H 23.88200 -0.98486 -8.78333 -0.18 -0.24 -0.49
H 21.01126 1.24883 -8.28257 0.05 0.09 0.37
H 22.41341 1.48168 -7.15759 -0.22 0.30 0.13
H 21.75195 -0.10819 -7.41073 0.10 -0.41 -0.36
C 26.36143 -1.23243 3.72630 -0.46 0.32 -0.31
C 25.58794 -1.20446 2.39455 -1.16 0.12 2.29
C 25.71787 0.06456 1.53836 0.68 -0.93 -1.33
O 26.92898 0.02578 0.74035 -0.65 -0.20 0.49
C 26.87497 0.82622 -0.45506 -0.89 0.27 -0.25
N 25.73900 -2.46620 1.64407 1.47 -0.38 -1.79
H 26.52273 -3.05618 1.88448 0.63 -0.03 0.60
H 24.95621 -3.10039 1.57235 -0.67 0.15 0.21
H 25.97673 -2.14376 0.71693 0.15 -0.16 -1.03
H 25.82285 -0.57363 4.40749 0.32 0.43 -0.13
H 27.39457 -0.90991 3.59710 -0.04 -0.14 0.18
H 26.27289 -2.18031 4.25715 0.29 -0.29 -0.38
H 24.53655 -1.33138 2.65260 -0.17 0.91 0.29
H 25.61645 0.91972 2.20659 0.29 0.15 -0.08
H 24.89000 0.06723 0.82934 -0.33 0.21 0.02
H 27.75939 0.71018 -1.08152 0.32 0.08 0.78
H 26.61761 1.86367 -0.24157 0.69 0.19 0.30
H 26.06496 0.56214 -1.13495 -0.43 -0.73 0.17
C 20.29389 17.39158 1.76657 -0.09 0.28 1.91
C 21.37272 16.39634 2.23270 -1.56 -0.76 -2.68
C 21.27518 15.11177 1.33350 2.14 -0.11 1.00
O 22.33566 14.19889 1.71340 -0.71 -0.43 -1.58
C 22.49976 13.18974 0.62519 0.16 0.17 1.19
N 22.74630 17.07161 2.07175 0.13 -1.41 2.07
H 23.35020 16.62812 2.74904 0.48 -1.00 0.32
H 23.27205 16.93646 1.22004 -0.37 0.24 -0.89
H 22.82809 17.99974 2.46161 -0.66 1.05 -0.68
H 19.28340 17.03275 1.96216 0.08 -0.69 -0.56
H 20.36761 17.83953 0.77561 0.26 -0.22 0.13
H 20.29610 18.13006 2.56828 0.23 0.90 -0.45
H 21.17737 16.09642 3.26226 0.65 0.36 0.08
H 21.44168 15.38460 0.29142 -0.28 0.21 -0.22
H 20.32020 14.59777 1.44272 -0.24 0.42 0.11
H 23.25415 12.46422 0.92951 0.44 0.62 0.05
H 22.74771 13.69644 -0.30748 0.12 -0.10 0.05
H 21.64555 12.52689 0.48718 -0.64 0.57 0.10
C 17.56247 11.75983 -7.20329 0.17 0.84 -2.95
C 17.46463 11.84078 -5.73811 0.68 -0.08 0.29
C 16.45645 12.86427 -5.18302 0.11 -0.45 0.59
O 16.22027 12.74193 -3.72371 0.74 1.32 -1.89
C 15.81741 14.05582 -3.26273 -1.02 0.16 0.07
N 17.13937 10.47908 -5.30091 -0.98 -0.84 2.27
H 17.80425 9.75509 -5.53303 0.33 -0.23 -0.78
H 17.13151 10.46352 -4.29106 0.13 0.16 0.92
H 16.19019 10.19101 -5.49109 -0.38 -0.25 -0.85
H 18.12324 10.94974 -7.66953 0.08 -0.73 0.90
H 18.15553 12.55158 -7.66101 -0.34 0.66 0.39
H 16.61443 11.73495 -7.74059 -0.28 0.19 0.25
H 18.48397 11.94428 -5.36616 -0.12 0.66 0.40
H 15.49075 12.81372 -5.68597 -0.20 -0.57 -0.09
H 16.81938 13.82969 -5.53566 0.36 0.25 0.66
H 15.20166 14.55792 -4.00896 0.13 -0.05 -0.39
H 16.60863 14.75413 -2.98989 0.49 -0.47 -0.16
H 15.12189 14.00723 -2.42488 0.35 -0.66 0.25
As 18.15000 4.97951 0.67257 0.63 0.81 -1.66
F 18.77889 4.68159 -1.01780 -0.49 0.73 1.82
F 16.55182 4.46618 0.02468 1.28 0.13 0.97
F 17.48647 5.14601 2.30628 0.40 -0.11 -1.14
F 19.71817 5.71632 1.20821 -1.49 -1.01 -0.45
F 17.67284 6.68882 0.23887 0.31 -1.62 0.44
F 18.74026 3.34519 1.03373 -0.73 1.18 0.05
As 24.49083 7.60018 -6.58100 0.05 0.74 -0.41
F 23.74070 7.02948 -8.14352 0.83 0.49 1.62
F 22.95828 7.31436 -5.72219 0.70 -0.10 -0.72
F 25.14484 8.18598 -5.04976 -0.15 -0.62 -0.61
F 26.01861 8.03613 -7.37221 -1.02 -0.96 0.38
F 23.98474 9.25879 -6.92721 -0.26 -0.82 0.03
F 25.02713 5.93212 -6.25344 -0.34 1.14 -0.28
```
Forces are in eV/Å.

Atom charges from the Löwdin analysis, given in e for atoms 1 to 4:
1. C -0.0645
2. C -0.1298
3. N -0.2022
4. C 0.0424

=====

2.
ORCA calculation (the ωB97M-V functional and the def2-TZVPD basis) on C5H12Cl3N2O4S2 as an isolated structure.

Output
- Electronic energy: -2785.1402 hartree
- F_max: 0.078 Eh/bohr
- Gap between HOMO and LUMO: 0.2673 Ha
- Energy above the lowest of the compared OMol25 structures with the same formula, charge and spin: 73.5 kJ/mol
- HOMO energy: -4.98 eV
- Charge: -1

The geometry in XYZ format:
```
28
Properties=species:S:1:pos:R:3:forces:R:3
C -4.40461 1.30613 1.13753 0.75 0.14 -0.20
S -3.77751 -0.31078 0.52566 -0.90 -2.27 0.56
O -4.57966 -0.67149 -0.66776 1.31 1.18 1.21
O -4.03127 -1.28005 1.63748 0.84 1.89 -1.41
N -2.16391 0.02444 0.24196 -0.23 -1.61 0.00
S -1.31663 -1.32746 -0.29471 -2.69 -2.44 -1.64
O -1.33633 -2.50726 0.61663 0.75 2.33 -0.62
O -1.80846 -1.74639 -1.64746 1.37 1.27 1.79
C 0.40952 -0.73004 -0.51187 -0.23 0.95 1.11
C 1.28500 -0.98921 0.73947 0.33 -0.29 -0.34
C 2.62396 -1.68717 0.44283 0.10 -0.03 0.38
N 3.66240 -0.80070 -0.14497 -0.26 -0.52 0.23
H -5.17997 1.62002 0.43336 0.14 -0.08 0.19
H -3.60028 2.05496 1.18840 -0.18 -0.36 -0.27
H -4.78929 1.18940 2.15553 -0.03 -0.34 -0.36
H 0.84226 -1.13521 -1.43300 -0.53 -0.28 0.20
H 0.30565 0.35611 -0.63783 -0.09 -0.33 -0.20
H 0.73995 -1.62256 1.45468 0.01 0.22 -0.28
H 1.52097 -0.03191 1.22596 -0.11 -0.27 -0.03
H 3.03330 -2.01567 1.41411 -0.11 0.13 -0.28
H 2.50916 -2.61350 -0.15116 -0.36 0.32 0.12
H 3.47478 -0.62472 -1.12668 -0.17 0.05 -0.01
H 4.49676 -1.37778 -0.13746 0.26 0.29 -0.13
C 2.41637 3.09349 -1.31787 -0.04 -0.09 0.05
Cl 1.57871 2.90767 0.22499 0.04 0.03 -0.10
Cl 4.09414 2.55335 -1.19248 -0.02 0.09 -0.02
Cl 1.57505 2.22061 -2.60290 0.04 0.06 0.05
H 2.41994 4.14571 -1.57245 0.00 -0.04 0.00
```
Forces are in eV/Å.

Atom charges from the natural (NBO) analysis, given in e for atoms 1 to 4:
1. C -0.8504
2. S 2.1967
3. O -0.9640
4. O -0.9767